This record from the OMol25 dataset describes a molecular structure, C43H54BN6O2PPd. The level of theory is ωB97M-V with the def2-TZVPD basis set.

The geometry in XYZ format:
```
108
Properties=species:S:1:pos:R:3:forces:R:3
Pd -0.632 0.105 -0.282 0.08 0.27 0.02
C 4.392 3.198 1.879 0.00 0.00 -0.02
C 3.816 2.185 0.942 -0.06 0.04 0.04
C 4.481 1.448 -0.014 0.02 0.06 -0.04
C 3.471 0.715 -0.671 -0.05 -0.01 0.06
N 2.293 0.970 -0.126 0.09 -0.01 -0.03
N 2.500 1.871 0.858 0.01 -0.03 0.04
B 1.317 2.583 1.568 0.00 0.00 -0.04
N 0.384 3.251 0.539 -0.04 0.06 0.01
N -0.314 2.583 -0.419 0.04 -0.05 0.00
C -0.879 3.499 -1.194 -0.01 0.10 0.00
C -0.557 4.790 -0.724 0.03 -0.01 -0.01
C 0.247 4.586 0.372 -0.02 -0.01 -0.02
C 0.883 5.621 1.243 0.01 -0.02 0.01
C -1.763 3.185 -2.383 0.00 -0.01 -0.03
C -1.453 1.790 -2.914 -0.01 0.15 0.26
C -1.529 4.231 -3.479 -0.02 -0.01 0.00
C -3.231 3.232 -1.935 0.04 -0.02 0.00
N 0.534 1.714 2.585 0.08 -0.10 -0.05
N -0.497 0.896 2.253 -0.17 0.01 0.14
C -1.003 0.436 3.393 0.10 0.01 -0.06
C -0.275 0.952 4.485 0.01 -0.02 0.02
C 0.689 1.757 3.928 -0.01 0.04 0.01
C 1.734 2.548 4.645 -0.01 0.01 -0.01
C -2.241 -0.427 3.522 -0.01 0.05 0.01
C -2.032 -1.434 4.660 -0.03 0.01 0.02
C -3.425 0.490 3.869 0.02 0.02 -0.03
C -2.573 -1.189 2.250 -0.04 0.00 -0.09
C 3.615 -0.236 -1.836 0.00 -0.01 0.00
C 4.863 0.131 -2.647 0.00 -0.03 0.03
C 2.384 -0.142 -2.739 -0.01 0.02 0.02
C 3.774 -1.667 -1.306 -0.01 0.00 -0.03
H 5.473 3.238 1.739 0.00 0.00 -0.01
H 4.195 2.956 2.923 -0.02 -0.01 0.05
H 3.985 4.194 1.697 0.00 0.00 0.00
H 5.540 1.474 -0.220 0.00 0.00 0.00
H 1.815 3.465 2.214 0.01 0.01 0.00
H -0.863 5.742 -1.126 0.00 0.00 0.00
H 0.560 6.609 0.911 0.00 0.00 0.00
H 1.973 5.582 1.195 0.00 0.00 0.00
H 0.599 5.500 2.290 0.00 0.00 0.01
H -0.468 1.752 -3.389 -0.01 -0.02 0.01
H -2.224 1.429 -3.594 -0.02 0.03 -0.04
H -1.441 1.127 -2.044 -0.05 -0.32 -0.37
H -0.475 4.267 -3.765 0.00 0.00 0.00
H -1.834 5.233 -3.162 0.00 0.00 0.00
H -2.118 3.965 -4.361 0.00 0.00 0.00
H -3.446 2.403 -1.257 -0.04 0.00 0.01
H -3.886 3.120 -2.804 -0.01 -0.01 0.01
H -3.457 4.184 -1.443 0.00 0.00 0.00
H -0.427 0.772 5.538 0.00 0.00 -0.01
H 1.586 2.435 5.720 0.00 0.00 0.00
H 1.687 3.609 4.396 0.01 0.00 0.00
H 2.739 2.201 4.407 0.04 -0.01 -0.02
H -1.909 -0.939 5.627 0.00 -0.01 -0.01
H -1.147 -2.046 4.470 0.00 0.00 0.00
H -2.899 -2.097 4.726 -0.01 0.00 0.00
H -3.201 1.113 4.739 0.00 -0.01 0.01
H -4.315 -0.110 4.084 0.00 0.00 -0.01
H -3.649 1.140 3.022 0.00 0.01 0.01
H -1.835 -1.971 2.064 0.05 0.01 -0.05
H -2.618 -0.534 1.378 0.00 -0.01 -0.03
H -3.553 -1.667 2.348 0.02 -0.03 0.02
H 4.826 1.177 -2.961 0.00 0.00 -0.01
H 4.922 -0.495 -3.541 0.00 -0.01 0.01
H 5.778 -0.020 -2.067 0.00 0.01 0.00
H 2.345 0.836 -3.227 -0.01 0.01 0.03
H 1.462 -0.255 -2.163 -0.01 -0.02 0.00
H 2.417 -0.915 -3.509 0.01 -0.03 -0.05
H 4.636 -1.740 -0.637 0.01 0.01 0.00
H 3.915 -2.369 -2.136 0.00 0.00 0.01
H 2.888 -1.966 -0.747 -0.04 0.00 0.04
O -3.777 -0.715 -2.781 -0.02 0.04 -0.02
C -3.784 -0.754 -1.528 0.20 0.03 -0.06
O -3.981 0.165 -0.713 -0.07 -0.10 0.04
C -3.632 -2.169 -0.944 -0.05 0.07 0.11
C -4.851 -2.824 -0.746 0.04 0.01 -0.03
C -4.922 -4.096 -0.212 -0.02 -0.03 0.02
C -3.748 -4.748 0.139 -0.04 -0.03 0.01
C -2.534 -4.116 -0.065 0.08 0.04 0.04
C -2.439 -2.831 -0.609 -0.02 0.05 0.08
P -0.792 -1.969 -0.829 -0.08 -0.13 -0.06
C -0.372 -2.706 -2.477 -0.02 0.02 -0.08
C 0.846 -3.311 -2.781 -0.01 0.05 0.01
C 1.137 -3.736 -4.073 0.02 0.00 0.02
C 0.215 -3.556 -5.091 -0.02 0.00 -0.02
C -0.999 -2.940 -4.803 0.02 -0.01 -0.01
C -1.291 -2.513 -3.518 0.04 -0.05 0.01
C 0.346 -2.947 0.283 0.04 0.10 0.02
C 0.676 -4.302 0.227 0.03 -0.04 -0.03
C 1.533 -4.872 1.160 -0.02 -0.02 -0.03
C 2.085 -4.093 2.169 0.02 0.02 0.03
C 1.806 -2.735 2.214 0.05 0.02 0.01
C 0.962 -2.169 1.268 -0.01 0.05 -0.17
H -5.758 -2.296 -1.018 -0.02 0.01 0.01
H -5.885 -4.571 -0.058 0.00 -0.01 0.00
H -3.775 -5.740 0.578 0.01 0.00 0.00
H -1.637 -4.633 0.244 -0.04 0.00 -0.02
H 1.593 -3.438 -2.009 0.01 -0.01 0.00
H 2.097 -4.199 -4.281 0.00 0.00 0.01
H 0.440 -3.882 -6.100 0.00 0.00 0.00
H -1.726 -2.777 -5.591 0.00 0.00 0.00
H -2.232 -2.004 -3.323 -0.02 0.02 -0.01
H 0.287 -4.926 -0.569 -0.06 0.02 0.00
H 1.772 -5.928 1.096 0.00 0.00 0.00
H 2.748 -4.542 2.901 0.00 0.00 0.00
H 2.260 -2.102 2.969 0.00 -0.01 0.00
H 0.782 -1.092 1.212 0.00 -0.22 0.29
```
Forces are in eV/Å.

Calculated values
Charge: -2
HOMO in eV: -0.8
Frontier orbital gap in hartree: 0.186

This record from the OMol25 dataset describes a molecular structure, C5H8O2. The level of theory is ωB97M-V with the def2-TZVPD basis set.

The geometry in XYZ format:
```
15
Properties=species:S:1:pos:R:3:forces:R:3
C 1.125 -0.970 0.765 0.00 0.00 0.19
C 0.422 -1.267 -0.540 0.20 -0.14 -0.10
O -0.926 -0.954 -0.758 -0.04 -0.08 -0.11
C -1.331 0.172 0.000 0.15 0.25 0.22
C -0.525 1.325 -0.297 -0.20 -0.06 -0.07
O 0.782 1.182 -0.578 0.01 0.00 -0.01
C 1.361 -0.101 -0.445 0.12 -0.09 -0.08
H 0.581 -0.555 1.606 0.06 -0.03 -0.16
H 1.938 -1.632 1.048 -0.14 0.10 -0.06
H 0.709 -2.153 -1.098 -0.02 0.14 0.11
H -1.467 -0.138 1.035 -0.02 0.09 -0.14
H -2.315 1.118 0.243 0.06 0.07 0.04
H -0.893 2.206 -0.801 -0.01 -0.10 0.15
H -1.794 1.864 0.749 -0.02 -0.13 -0.06
H 2.331 -0.097 -0.929 -0.15 -0.03 0.08
```
Forces are in eV/Å.

Calculated values
Charge: 0
HOMO in eV: -8.6
Frontier orbital gap in hartree: 0.338